[1]
Molecular formula: C16H22ClN4O4
Method: DFT, ωB97M-V/def2-TZVPD

Computed properties:
**E**: -1602.8616 Eh
**Relative energy (zero: lowest compared OMol25 entry of this formula, charge and spin)**: 0.325 eV
**HOMO level**: -5.68 eV
**Orbital gap**: 8.4 eV
**Total charge**: -1

XYZ file:
```
47
Properties=species:S:1:pos:R:3:forces:R:3
Cl -1.856752 0.339282 -1.521244 -0.4646 -0.3987 0.1081
O -0.519598 0.413442 -2.073347 0.1783 -0.0398 -0.1763
O -2.753514 -0.338157 -2.417878 0.2841 0.1110 0.0036
O -1.788973 -0.372056 -0.263137 -0.0994 0.1192 0.0143
O -2.329376 1.691241 -1.285554 0.1387 0.0952 0.0784
C 1.512886 -2.944418 0.798976 -0.2362 -0.2899 0.9438
C 0.394929 -2.604477 -0.168318 0.6436 0.3951 -0.6792
C 0.684432 -3.043099 -1.622632 -0.1813 0.3520 0.1697
C 0.234223 -4.392299 -1.943637 0.1592 -0.1417 -0.0109
N -0.131158 -5.452340 -2.195035 0.0254 -0.0139 0.0495
H 1.375477 -2.423424 1.752859 -0.1369 0.1422 -0.1507
H 2.496453 -2.639532 0.438987 -0.0219 -0.1430 -0.2046
H 1.527955 -3.997155 1.100914 0.1977 -0.0758 -0.3963
H 0.343387 -1.518924 -0.239724 -0.3230 -0.0251 0.1962
H -0.579831 -2.978108 0.129211 -0.0038 0.0775 0.1650
H 1.752454 -2.940419 -1.821387 0.0113 -0.1782 -0.0940
H 0.179546 -2.347828 -2.297723 -0.0742 -0.0858 -0.0247
N 1.587827 3.924979 -2.247193 -0.6780 0.0949 -0.0463
C 0.420604 3.831335 -2.969362 0.5757 -0.1349 0.1694
C 0.461371 4.812333 -3.923983 0.1862 0.5726 -0.1479
C 1.640109 5.586208 -3.705841 0.2585 -0.5224 -0.0833
C 2.327386 4.992231 -2.673693 -0.1407 -0.1645 0.1892
H 1.751787 3.358302 -1.429521 0.1468 0.1080 0.0507
H -0.291940 3.072376 -2.689451 -0.0955 -0.0384 -0.3041
H -0.187267 5.007983 -4.762011 -0.4033 -0.1962 0.2617
H 1.957757 6.417852 -4.312675 0.0952 0.0435 0.0830
H 3.264339 5.194027 -2.182550 0.0237 0.2315 -0.1293
N -1.727048 -5.004142 3.697074 -0.3683 -0.5778 -0.3555
C -1.494417 -4.446071 2.459831 0.8037 1.1049 0.9608
C -2.144561 -3.227104 2.449786 -0.2095 -0.1922 -0.2295
C -2.919882 -3.154711 3.628195 -0.1743 -0.1498 0.8664
C -2.649172 -4.267561 4.388832 0.4232 0.0588 -0.3501
H -1.397025 -5.916414 3.956166 -0.0549 0.0373 0.0781
H -0.622849 -4.770416 1.913658 -0.3217 -0.1713 -0.3825
H -2.058057 -2.418798 1.740534 -0.0486 -0.2297 -0.2665
H -3.582452 -2.377512 3.974172 0.0572 0.1625 -0.2954
H -2.970854 -4.570893 5.369740 -0.1460 0.0009 -0.0255
N 0.106807 2.562046 0.299687 0.2537 -0.5361 0.0000
C 1.306400 1.982207 0.637995 -0.8520 0.0254 0.2303
C 1.867481 2.758618 1.625042 0.7673 0.1073 -0.3284
C 1.017838 3.870166 1.841572 -0.7576 -0.0484 -0.2019
C -0.077286 3.690034 1.018362 0.1031 0.2219 0.3980
H -0.611920 2.097857 -0.242075 -0.0568 0.2426 -0.1596
H 1.534086 1.009073 0.237300 0.2544 0.0576 -0.0347
H 2.842025 2.585065 2.056034 -0.0849 -0.0056 0.1263
H 1.093612 4.689236 2.537045 0.3104 -0.0437 0.0364
H -0.987217 4.259955 0.935999 0.0359 0.0409 -0.1019
```
Positions in Å, forces in eV/Å.

***

[2]
Molecular formula: C16H22F3IO3S
Method: DFT, ωB97M-V/def2-TZVPD

Computed properties:
**E**: -1844.0483 Eh
**HOMO level**: -9.50 eV
**Orbital gap**: 9.7 eV
**Structure (SMILES)**: CC[C@@H](F)[C@H]1[C@@H](I)CS(=O)(=O)O[C@@H]1C[C@@H](C)F.Fc1ccccc1

XYZ file:
```
46
Properties=species:S:1:pos:R:3:forces:R:3
C -1.031393 1.928457 1.657948 0.5201 0.1180 -0.4364
C -0.645313 1.767599 0.179733 -0.0071 0.2606 0.3571
C -1.617019 0.950896 -0.641710 -0.5363 -0.0422 0.7651
F -1.567467 1.337472 -1.969919 0.2172 -0.0620 -0.3465
C -1.563302 -0.575789 -0.545331 0.6388 -0.0201 -0.2263
C -0.185539 -1.248231 -0.504822 -0.2786 0.2009 0.0668
I 1.179188 -0.501189 -1.994075 -0.0437 -0.2018 0.1627
C 0.473629 -1.323189 0.862348 0.0088 -0.1025 -0.6303
S -0.646989 -2.081170 2.034354 0.1115 0.1332 1.1671
O -0.893287 -1.235933 3.151999 -0.4366 1.2465 -0.1071
O -0.164821 -3.359035 2.370870 0.3865 -1.6216 -0.5097
O -1.987557 -2.291535 1.199060 0.6496 0.2811 0.0155
C -2.485681 -1.089002 0.584392 -0.4503 0.2267 -0.6954
C -3.818335 -1.473244 -0.019855 0.1339 -0.4015 0.4824
C -4.945928 -1.551236 1.001895 -0.5811 0.6420 -1.2575
C -5.837088 -0.299337 0.952644 0.7372 -0.1731 0.9005
F -5.747861 -2.628128 0.608254 -0.0242 -0.2919 0.3271
H -1.323371 1.010904 2.148068 -0.2212 -0.1372 0.1284
H -0.149728 2.275207 2.183217 0.1541 0.1400 0.2279
H -1.774200 2.709795 1.754808 -0.4249 -0.0868 0.1898
H 0.382345 1.435757 0.112956 0.1595 -0.2872 -0.2618
H -0.656687 2.762222 -0.250417 0.0677 0.2086 -0.2442
H -2.617712 1.237251 -0.302924 -0.1964 0.0591 -0.0055
H -2.016713 -0.936372 -1.460806 -0.0381 0.0371 -0.3646
H -0.345053 -2.268758 -0.813658 0.0382 -0.2955 -0.2294
H 1.290548 -2.026656 0.786227 0.2366 -0.2263 0.1586
H 0.890778 -0.395091 1.224228 -0.3154 0.3085 0.3047
H -2.647530 -0.321103 1.334192 0.2127 0.0175 0.3487
H -4.054879 -0.801041 -0.832137 -0.2224 0.3675 -0.0940
H -3.698821 -2.447571 -0.483023 0.0913 -0.2838 0.0010
H -4.585193 -1.727425 2.008527 0.1099 -0.3432 0.1290
H -5.459405 0.435721 0.257615 -0.0986 0.1120 -0.4250
H -5.814950 0.181192 1.925166 -0.3005 0.1235 0.1974
H -6.845767 -0.601856 0.717984 -0.2686 0.0735 -0.1251
F 3.610317 1.692245 -0.337203 -0.0261 0.0284 0.0264
C 4.761628 1.393340 -0.972084 0.1927 -0.0569 -0.1168
C 4.773805 1.331348 -2.351280 -0.2191 0.0367 -0.1189
C 5.961650 1.028340 -2.999534 0.0657 -0.0228 0.1182
C 7.113396 0.783475 -2.265020 0.0671 -0.0174 -0.0425
C 7.078748 0.846395 -0.879110 -0.0523 0.0120 -0.1041
C 5.896639 1.157939 -0.223766 0.0053 -0.0034 0.2180
H 3.864188 1.519035 -2.906890 -0.0070 0.0408 0.0378
H 5.987482 0.982878 -4.079826 -0.0252 -0.0047 -0.0071
H 8.037607 0.543671 -2.773367 0.0021 -0.0006 0.0045
H 7.974622 0.652151 -0.305157 -0.0016 0.0134 0.0207
H 5.851016 1.219602 0.855431 -0.0313 -0.0054 -0.0071
```
Positions in Å, forces in eV/Å.

***

[3]
Molecular formula: C16H22F5I3NO6P2S
Method: DFT, ωB97M-V/def2-TZVPD

Computed properties:
**E**: -3602.1623 Eh
**HOMO level**: -11.41 eV
**Orbital gap**: 7.1 eV
**Total charge**: +1

XYZ file:
```
56
Properties=species:S:1:pos:R:3:forces:R:3
O -0.210107 -4.574244 1.165764 1.1347 2.5695 -0.4589
P 1.166168 -3.618924 0.732364 -0.2793 -2.2404 -0.1525
I 2.532855 -3.284481 2.760678 -0.8207 0.2279 -0.3623
N 0.423049 -2.048365 0.234535 -0.5755 -1.0303 -0.4699
C -0.271109 -2.094195 -0.908566 -0.2654 3.1246 1.2802
I -0.663724 -3.751810 -2.237304 0.4817 1.5299 1.1239
S -0.897802 -0.401033 -1.146504 -1.0410 -2.0877 -0.5101
C -0.449225 0.369655 0.486104 -0.4661 -1.1396 -1.2432
C -1.595623 0.772859 1.512770 -0.1367 -0.7807 0.0517
C -2.573551 -0.450055 1.901377 0.0643 1.0254 0.4250
C -4.074720 -0.036009 1.565996 0.1615 -0.2706 -0.1768
C -5.043313 -1.251504 1.246755 -0.2133 1.2120 -0.1464
F -4.400499 -2.419987 0.824325 -0.8523 1.5840 0.9464
F -5.836651 -1.493609 2.375727 1.2085 -0.2163 -1.9510
C -6.005316 -0.809029 0.035294 -1.2595 -0.9023 0.2116
F -5.321384 -0.612654 -1.153063 -1.0770 -0.1464 2.1744
F -6.931192 -1.825590 -0.163749 1.4992 1.9879 0.1121
F -6.681441 0.351790 0.393913 1.2928 -2.0083 -0.9100
P 0.403269 1.997931 -0.015511 1.0681 2.2872 0.5550
O -0.780151 3.138375 -0.557807 0.3485 -3.0798 0.6067
I 1.776720 1.575139 -2.045922 -0.5550 -0.1984 0.4847
C 0.536488 -0.779648 1.023700 -0.7249 1.5981 0.5190
H -1.004762 -4.031510 0.960944 0.2879 -0.6907 0.4470
H -2.229629 1.615920 1.106673 0.8792 -0.8194 0.4422
H -1.063806 1.155170 2.452065 -0.6180 -0.4061 -1.3776
H -2.237936 -1.402107 1.383637 -0.6106 1.1034 0.6391
H -2.507206 -0.556682 3.034654 -0.0406 -0.3144 -1.5743
H -4.503263 0.542898 2.445577 0.3894 -0.8832 -1.1293
H -4.138829 0.676310 0.676367 0.3241 -1.0536 1.0598
H -1.573972 2.599738 -0.760031 0.1437 0.8555 -0.3196
H 0.105902 -1.031672 2.041208 1.2850 0.3057 -0.9065
H 1.577036 -0.330580 0.984395 -0.9302 -1.1801 0.5408
O 2.259520 -0.593682 -4.807193 0.3856 0.1251 -0.2869
C 2.343837 0.069698 -5.808376 -0.1059 -0.1292 0.6051
O 3.520615 0.416593 -6.387418 -0.3150 -0.2943 0.3529
C 3.268879 1.294902 -7.493375 0.2271 0.3175 -0.4123
C 1.835364 1.028806 -7.893279 -0.3602 0.1144 -0.4426
C 1.190783 0.669613 -6.569363 -0.0413 -0.0708 -0.5202
H 3.424065 2.325577 -7.162028 0.0040 -0.0673 0.0205
H 3.966927 1.075640 -8.301806 0.0957 -0.0537 0.2562
H 1.364755 1.874077 -8.396669 0.1113 -0.0360 0.0255
H 1.791877 0.168697 -8.567759 0.0246 0.0960 0.0365
H 0.834134 1.554064 -6.035978 -0.0510 -0.1103 0.0815
H 0.386116 -0.053476 -6.695922 -0.0187 0.1117 0.3362
O 2.890959 0.517155 2.578696 -0.1293 0.4869 0.2054
C 2.991653 0.858315 3.730979 0.2992 -0.1226 -0.4354
O 3.219610 2.134660 4.123197 -0.2085 -0.5102 -0.4518
C 3.393251 2.173904 5.547798 0.1390 0.3293 0.4999
C 2.714421 0.925620 6.064127 -0.1690 -0.2058 0.4957
C 2.931125 -0.053686 4.928111 -0.3145 0.1234 0.3969
H 4.464118 2.187108 5.768084 -0.0563 -0.0003 -0.0698
H 2.940016 3.081439 5.947419 0.0971 0.0216 -0.2709
H 3.110293 0.583821 7.020938 -0.0009 0.1002 -0.0698
H 1.643449 1.110751 6.190074 0.0977 0.0103 0.0241
H 3.882504 -0.582697 5.022112 -0.0680 -0.0674 -0.1166
H 2.105456 -0.758994 4.841265 0.2547 -0.1315 -0.1913
```
Positions in Å, forces in eV/Å.

***

[4]
Molecular formula: C16H22FeNO3
Method: DFT, ωB97M-V/def2-TZVPD

Computed properties:
**<S²>**: 6.09
**E**: -2166.5660 Eh
**Relative energy (zero: lowest compared OMol25 entry of this formula, charge and spin)**: 1.765 eV
**2S+1**: 5
**HOMO level (spin up / spin down)**: -8.92 / -10.90 eV
**Orbital gap (spin up / spin down)**: 5.2 / 5.0 eV
**Total charge**: +1

XYZ file:
```
43
Properties=species:S:1:pos:R:3:forces:R:3
C -0.330306 -2.792539 -3.047538 0.1199 -0.0483 -0.2885
C -0.339503 -2.095255 -1.700873 -0.2336 0.5390 0.6854
N 0.048881 -0.628745 -1.744217 1.6507 0.2036 1.1601
C 1.498896 -0.427328 -1.663454 1.2531 0.1188 -0.4236
C 2.199576 -0.956458 -2.876142 0.6675 -0.1319 -0.1443
C -0.457934 0.036815 -2.976341 -0.5655 0.3774 0.7526
C -1.970459 0.058461 -3.016601 -0.5574 0.1731 -0.2849
H -0.409539 -3.877084 -2.888534 0.0800 0.3500 -0.0835
H -1.173734 -2.474780 -3.675872 0.2446 -0.2209 0.2290
H 0.591129 -2.557473 -3.588258 -0.3979 -0.5078 0.0182
H -1.349292 -2.136278 -1.280479 0.0380 0.0836 0.0208
H 0.314907 -2.548021 -0.944639 -0.0255 -0.0550 -0.5818
H 1.684366 0.647953 -1.579572 -0.2673 -0.0576 -0.0156
H 1.888210 -0.855980 -0.728424 -0.2709 -0.0959 -0.3291
H 3.204916 -0.532828 -2.899993 0.0267 -0.2867 -0.1087
H 2.236032 -2.047013 -2.809382 0.3951 0.2361 -0.3350
H 1.674220 -0.634917 -3.786738 0.7516 -0.2887 0.2362
H -0.082454 1.059424 -2.932928 0.1648 -0.0953 -0.2552
H 0.002683 -0.495691 -3.820153 -0.7340 0.4696 0.2656
H -2.289125 0.593248 -3.919203 0.0494 -0.1921 0.1290
H -2.385804 -0.949134 -3.057971 -0.0812 0.1204 -0.0403
H -2.449240 0.579886 -2.171055 0.4032 -0.1261 -0.2724
O 0.855561 2.574471 6.948884 -0.2718 -1.9709 -2.8650
C 0.651181 2.017168 5.949678 2.8201 3.8850 5.8926
Fe -0.247047 1.468881 4.566352 -0.6029 0.1676 -4.7182
C -0.520388 -0.126354 5.252173 -0.2507 -7.2231 8.8046
O -0.525448 -0.801338 6.281684 -0.2003 4.0218 -7.2613
C -1.767289 2.168206 5.349420 -4.4965 1.6819 2.6115
O -2.599284 2.410124 6.116780 2.5839 -0.6785 -2.4061
C -0.347402 0.151867 -0.257544 -3.4986 -2.0366 -1.3174
C -0.161247 1.559796 -0.240634 -0.1167 1.8758 -1.6974
C 0.245418 2.457048 0.722066 -0.0418 0.6159 1.0348
C 0.769997 2.256494 2.028088 -0.2980 0.6654 -1.3078
C 0.792632 1.009251 2.664822 -0.5110 -0.1975 1.4051
C 0.358313 -0.246250 2.165730 -1.0839 -1.2421 -0.2919
C 0.013606 -0.665976 0.894513 0.4894 -0.3187 0.8875
H -1.418199 -0.103495 -0.595819 0.7784 0.7893 1.7155
H -0.527593 2.033863 -1.171816 0.0538 -0.0800 0.7249
H -0.017170 3.507541 0.495984 0.6306 -0.6085 -0.0896
H 1.095652 3.138535 2.588431 -0.0617 -0.2647 -0.2760
H 1.319315 0.942983 3.647125 0.5555 -0.1683 -0.6783
H 0.064926 -0.996529 2.962113 1.2147 0.5571 -1.0302
H -0.141946 -1.722547 0.740322 -0.4040 -0.0361 0.5288
```
Positions in Å, forces in eV/Å.

***

Q: Among the records above, which one has the lowest E?
A: C16H22F5I3NO6P2S

***

Q: Which value of E does entry 4 give?
A: -2166.5660 Eh

***

Q: Which of these has the highest E?
A: C16H22ClN4O4

***

Q: Which formula does entry 3 have?
A: C16H22F5I3NO6P2S